The following is a DFT calculation (ωB97M-V/def2-TZVPD) of a structure of composition C15H31O7Rb at a distorted geometry.

```
! wB97M-V def2-TZVPD RIJCOSX def2/J DEFGRID3
* xyz 0 1
Rb -0.331 0.969 -0.647
C -1.398 -2.818 -3.321
C -0.411 -1.672 -3.496
C 0.311 -1.820 -4.850
O -0.902 -0.353 -3.254
H -2.124 -2.752 -4.132
H -1.703 -2.841 -2.275
H -0.979 -3.824 -3.334
H 0.365 -1.899 -2.765
H 0.847 -2.756 -5.006
H 1.023 -0.999 -4.932
H -0.382 -1.602 -5.663
O -3.249 -0.611 3.689
C -3.236 0.365 2.871
O -2.895 0.241 1.630
C -2.592 -0.986 1.021
C -3.191 -1.049 -0.390
C -3.790 1.720 3.178
H -2.995 -1.845 1.559
H -1.520 -1.180 1.045
H -2.748 -0.343 -1.093
H -4.274 -0.941 -0.352
H -3.017 -2.046 -0.797
H -3.881 1.949 4.240
H -4.799 1.806 2.774
H -3.204 2.505 2.701
O 4.379 1.988 -2.582
C 3.328 1.361 -2.553
O 3.120 0.202 -1.910
C 4.206 -0.493 -1.289
C 4.668 -1.676 -2.209
C 2.080 1.976 -3.231
H 3.926 -0.886 -0.312
H 5.039 0.178 -1.078
H 3.777 -2.295 -2.308
H 5.419 -2.305 -1.731
H 5.133 -1.387 -3.152
H 1.469 1.197 -3.687
H 2.392 2.601 -4.068
H 1.506 2.455 -2.437
O 0.457 1.312 2.057
C 0.047 2.090 2.964
O 0.273 1.959 4.266
C 0.994 0.818 4.758
C 0.026 -0.335 5.023
C -0.824 3.280 2.558
H 1.484 1.076 5.698
H 1.834 0.532 4.125
H -0.548 -0.067 5.910
H 0.627 -1.224 5.214
H -0.674 -0.435 4.194
H -0.250 4.140 2.210
H -1.325 3.680 3.439
H -1.488 3.037 1.728
*
```

Summary:
HOMO level: -6.309 eV
HOMO-LUMO gap: 6.0 eV
E: -31044.376 eV

The following is a DFT calculation (ωB97M-V/def2-TZVPD) of a structure of composition C37H30AsNO5PS5W.

```
! wB97M-V def2-TZVPD RIJCOSX def2/J DEFGRID3
* xyz 1 1
W 1.216 -0.875 0.503
O 0.276 4.059 -3.018
C 0.422 3.018 -2.204
C 0.600 3.149 -0.819
C 0.750 2.009 -0.076
N 0.747 0.805 -0.650
C 0.517 0.660 -1.963
C 0.355 1.743 -2.783
C 0.395 -0.797 -2.324
O 0.244 -1.205 -3.436
O 0.465 -1.558 -1.229
C 0.815 1.904 1.432
O 0.874 2.864 2.150
O 0.715 0.644 1.805
H 0.330 4.899 -2.544
H 0.597 4.111 -0.320
H 0.167 1.616 -3.840
C 2.988 -2.933 -1.720
S 2.484 -3.092 0.017
C 4.027 -2.795 0.795
C 4.391 -1.554 1.139
S 3.400 -0.121 0.933
S 5.939 -1.403 1.911
C 6.359 -3.105 1.891
S 7.742 -3.688 2.498
S 5.123 -4.098 1.164
H 2.106 -3.096 -2.334
H 3.732 -3.702 -1.911
H 3.406 -1.943 -1.894
C -1.461 -1.077 3.085
C -1.750 -1.738 4.436
As -2.034 -0.304 5.783
C -0.129 0.148 5.925
C 0.759 -0.567 6.728
C 2.101 -0.220 6.769
C 2.576 0.830 5.992
C 1.703 1.542 5.182
C 0.353 1.211 5.165
C -2.214 -1.399 7.382
C -2.099 -2.787 7.395
C -2.251 -3.494 8.581
C -2.513 -2.821 9.764
C -2.629 -1.438 9.761
C -2.488 -0.734 8.575
P -0.479 -2.057 1.908
C -1.486 -3.364 1.186
C -2.770 -3.604 1.673
C -3.552 -4.604 1.115
C -3.059 -5.371 0.070
C -1.785 -5.130 -0.426
C -1.004 -4.126 0.122
C 0.910 -2.759 2.834
C 1.757 -1.856 3.485
C 2.909 -2.319 4.116
C 3.203 -3.670 4.116
C 2.346 -4.575 3.488
C 1.211 -4.126 2.841
H -0.852 -0.180 3.219
H -2.369 -0.750 2.572
H -0.907 -2.352 4.757
H -2.637 -2.370 4.393
H 0.399 -1.391 7.333
H 2.779 -0.770 7.410
H 3.624 1.105 6.032
H 2.058 2.364 4.574
H -0.324 1.797 4.552
H -1.884 -3.331 6.485
H -2.161 -4.573 8.579
H -2.632 -3.373 10.688
H -2.836 -0.908 10.681
H -2.588 0.346 8.581
H -3.173 -3.016 2.485
H -4.547 -4.783 1.500
H -3.671 -6.150 -0.364
H -1.402 -5.716 -1.251
H -0.027 -3.930 -0.293
H 1.510 -0.801 3.545
H 3.557 -1.611 4.615
H 4.096 -4.034 4.608
H 2.574 -5.632 3.505
H 0.551 -4.828 2.345
*
```

Summary:
ΔE to the lowest compared entry with this formula, charge and spin: 8.21 kcal per mole
HOMO level (alpha / beta): -10.610 / -10.577 eV
HOMO-LUMO gap (alpha / beta): 6.4 / 6.1 eV
E: -176709.674 eV